51
Properties=species:S:1:pos:R:3:forces:R:3:nbo_charge:R:1 method="wB97M-V/def2-TZVPD" lumo_ev=-0.726 max_force_ev_per_a=1.16 total_charge=0 e_homo_ev=-9.001 mol_weight_g_mol=474.9 smiles="CN(C)S(=O)(=O)c1ccc(Cl)c(NC(=O)COC(=O)/C=C/c2cnc3ccccc3n2)c1" multiplicity=1
C -4.409 -1.815 -1.106 -0.173 0.006 -0.426 -0.43
N -3.663 -1.872 0.129 1.149 0.119 -0.116 -0.67
C -4.158 -2.832 1.092 0.121 -0.282 0.345 -0.43
S -2.011 -1.989 -0.173 -0.273 0.483 -0.083 2.30
O -1.725 -2.879 -1.260 -0.104 0.128 -0.163 -0.93
O -1.346 -2.223 1.077 -0.171 -0.057 0.352 -0.95
C -1.623 -0.311 -0.667 -0.245 -0.439 0.125 -0.25
C -0.672 -0.098 -1.646 -0.020 -0.112 -0.121 -0.21
C -0.290 1.200 -1.940 -0.089 -0.067 0.098 -0.22
C -0.836 2.254 -1.227 -0.099 -0.238 0.210 -0.03
Cl -0.330 3.864 -1.574 0.075 0.127 -0.081 0.04
C -1.781 2.039 -0.211 0.150 -0.395 -0.268 0.12
N -2.298 3.132 0.476 -0.129 0.423 -0.588 -0.62
C -2.568 3.366 1.795 0.076 -0.171 0.119 0.67
O -3.073 4.414 2.121 -0.035 0.033 0.250 -0.58
C -2.235 2.335 2.872 -0.018 0.416 0.389 -0.18
O -1.369 1.273 2.532 -0.038 -0.259 0.132 -0.51
C -0.134 1.597 2.092 0.283 0.410 0.024 0.77
O 0.269 2.732 2.039 -0.113 -0.090 0.106 -0.59
C 0.568 0.390 1.640 0.402 -0.159 -0.207 -0.32
C 1.703 0.494 0.939 -0.624 0.396 0.493 -0.12
C 2.445 -0.602 0.347 0.596 -0.360 -0.406 0.10
C 1.987 -1.952 0.343 0.138 0.034 -0.055 0.03
N 2.686 -2.917 -0.180 -0.258 -0.297 0.079 -0.36
C 3.876 -2.607 -0.742 0.247 0.633 -0.044 0.10
C 4.675 -3.617 -1.307 0.198 -0.005 -0.116 -0.19
C 5.870 -3.290 -1.888 -0.191 -0.238 0.070 -0.20
C 6.311 -1.955 -1.930 0.000 0.296 0.035 -0.21
C 5.559 -0.951 -1.389 0.122 -0.119 -0.081 -0.20
C 4.325 -1.255 -0.776 -0.058 -0.750 -0.049 0.17
N 3.589 -0.276 -0.223 -0.431 0.401 0.287 -0.38
C -2.194 0.731 0.033 -0.019 0.227 -0.131 -0.22
H -5.439 -1.533 -0.890 0.023 0.051 0.011 0.21
H -4.395 -2.774 -1.635 -0.052 0.040 -0.007 0.20
H -3.953 -1.059 -1.743 -0.179 0.045 -0.168 0.22
H -5.116 -2.486 1.480 0.029 0.009 -0.029 0.21
H -4.282 -3.829 0.654 -0.033 0.001 0.019 0.19
H -3.432 -2.885 1.900 -0.170 -0.113 0.151 0.24
H -0.253 -0.945 -2.165 0.106 -0.065 -0.145 0.25
H 0.443 1.399 -2.706 0.064 0.034 -0.056 0.24
H -2.326 3.991 -0.069 -0.097 -0.154 0.250 0.43
H -1.814 2.916 3.703 -0.152 -0.088 -0.204 0.24
H -3.164 1.867 3.210 0.118 0.091 -0.070 0.22
H 0.070 -0.545 1.844 0.030 -0.127 -0.024 0.25
H 2.135 1.474 0.777 -0.025 0.067 -0.021 0.24
H 1.029 -2.224 0.763 -0.101 0.055 0.105 0.22
H 4.317 -4.634 -1.265 -0.043 -0.106 0.002 0.23
H 6.489 -4.061 -2.323 0.023 -0.078 -0.023 0.22
H 7.258 -1.730 -2.397 0.064 0.047 -0.028 0.22
H 5.879 0.079 -1.406 0.032 0.108 0.004 0.23
H -2.942 0.513 0.776 -0.105 0.087 0.055 0.25

=====

41
Properties=species:S:1:pos:R:3:forces:R:3:nbo_charge:R:1 method="wB97M-V/def2-TZVPD" lumo_ev=-1.628 max_force_ev_per_a=3.95 total_charge=0 de_lowest_kcal_mol=0.0 e_homo_ev=-9.001 mol_weight_g_mol=394.8 multiplicity=1
C 2.385 3.726 1.030 0.727 -0.417 -0.971 -0.25
O 1.444 3.924 -0.057 0.126 -0.373 0.418 -0.51
C 0.638 2.861 -0.361 0.148 0.472 -0.265 0.26
C -0.741 3.078 -0.361 -0.654 -0.369 0.437 -0.24
C -1.664 2.069 -0.646 0.584 1.055 -0.053 -0.18
C -1.193 0.828 -1.031 -0.391 0.671 -0.208 -0.14
C -2.143 -0.200 -1.433 1.322 -1.973 1.202 0.05
C -2.043 -1.512 -1.001 -1.426 3.443 -1.306 -0.20
C -1.204 -2.174 -0.059 0.984 -0.942 1.280 0.24
C -0.211 -1.707 0.966 0.898 -0.215 0.134 -0.11
C 0.965 -2.480 1.183 -1.241 -0.207 -0.865 -0.11
C 1.887 -2.111 2.118 1.028 0.231 1.207 -0.27
C 1.661 -0.966 2.902 -0.121 0.217 -0.296 -0.03
Cl 2.800 -0.529 4.145 0.035 -0.080 -0.161 0.00
C 0.548 -0.140 2.713 0.606 -0.758 -0.072 -0.24
C -0.374 -0.558 1.750 -1.033 0.331 -0.344 -0.18
N -1.466 -3.455 -0.120 1.159 0.491 0.818 -0.26
N -2.436 -3.693 -1.040 -1.786 -0.369 -1.036 -0.20
C -2.877 -2.569 -1.510 0.431 -0.894 -0.303 0.07
C -4.005 -2.421 -2.519 0.078 -0.716 1.159 0.97
F -4.925 -1.562 -2.013 0.294 0.184 -0.507 -0.33
F -4.676 -3.576 -2.719 0.879 0.854 -0.448 -0.30
F -3.514 -1.908 -3.671 -0.734 -0.411 0.268 -0.32
C 0.174 0.654 -1.136 0.890 -0.971 -0.205 -0.25
C 1.124 1.622 -0.813 0.559 -0.483 -0.318 0.31
O 2.501 1.434 -1.022 -1.436 0.801 0.410 -0.52
C 3.021 0.148 -0.736 0.855 0.054 0.265 -0.25
H 2.194 4.471 1.803 0.029 -0.048 -0.136 0.19
H 3.425 3.795 0.625 -0.847 0.252 0.330 0.20
H 2.304 2.714 1.428 -0.223 0.059 0.157 0.18
H -1.149 4.043 -0.079 0.405 0.049 0.066 0.23
H -2.720 2.297 -0.566 0.003 -0.113 -0.099 0.22
H -2.883 0.098 -2.152 -0.537 -0.067 -0.034 0.23
H 1.123 -3.412 0.630 -0.173 0.460 0.039 0.23
H 2.805 -2.717 2.287 -0.848 0.543 -0.104 0.24
H 0.471 0.772 3.324 -0.310 -0.596 -0.462 0.24
H -1.307 0.011 1.609 0.603 -0.115 0.094 0.22
H 0.478 -0.314 -1.525 0.307 0.200 0.090 0.23
H 2.718 -0.165 0.256 -0.271 -0.245 0.212 0.18
H 4.133 0.208 -0.716 -0.793 0.225 -0.231 0.20
H 2.733 -0.583 -1.480 -0.125 -0.230 -0.161 0.18

=====

32
Properties=species:S:1:pos:R:3:forces:R:3:nbo_charge:R:1 method="wB97M-V/def2-TZVPD" lumo_ev=4.870 max_force_ev_per_a=0.62 total_charge=-2 de_lowest_kcal_mol=0.5 e_homo_ev=-2.699 mol_weight_g_mol=641.2 multiplicity=1
Au 0.290 1.273 -0.795 -0.453 0.287 -0.306 0.61
F 3.351 -3.515 -0.171 0.014 -0.012 -0.067 -0.33
C 3.077 -2.452 -0.941 -0.032 0.093 0.106 0.70
F 1.799 -2.533 -1.317 0.030 -0.037 0.037 -0.32
F 3.833 -2.550 -2.044 -0.016 0.008 -0.056 -0.33
S 3.433 -0.839 -0.064 0.183 -0.307 -0.314 2.28
O 2.515 0.073 -0.690 0.083 -0.066 0.448 -0.94
O 4.832 -0.648 -0.312 0.015 -0.018 0.070 -0.93
N 3.227 -1.271 1.433 -0.150 0.382 -0.065 -1.25
S 2.126 -0.863 2.479 0.064 -0.257 0.001 2.28
O 2.696 -0.868 3.795 0.009 -0.011 0.005 -0.95
O 1.231 0.187 2.113 -0.053 0.083 -0.178 -0.91
C 1.071 -2.384 2.489 0.058 0.123 -0.015 0.70
F 1.742 -3.447 2.955 -0.035 -0.009 -0.021 -0.33
F 0.625 -2.686 1.265 -0.015 0.034 0.051 -0.32
F 0.008 -2.188 3.281 -0.023 -0.074 0.012 -0.33
O 2.450 5.091 -0.756 -0.119 -0.259 0.034 -0.54
N 2.179 3.890 -0.569 0.302 -0.016 -0.057 0.71
O 2.572 3.283 0.435 -0.213 0.146 -0.120 -0.50
O 1.501 3.270 -1.452 0.092 -0.006 0.195 -0.61
N -7.125 0.596 -0.778 0.025 -0.009 -0.011 -0.41
C -5.975 0.636 -0.839 -0.033 -0.053 -0.029 0.32
C -4.545 0.697 -0.913 0.161 0.091 -0.008 -0.24
C -3.750 -0.228 -0.232 -0.092 0.007 -0.050 -0.19
C -2.370 -0.113 -0.264 0.071 -0.043 0.007 -0.25
C -1.707 0.920 -0.954 0.113 -0.082 0.233 -0.30
C -2.540 1.805 -1.665 0.080 0.011 -0.063 -0.27
C -3.921 1.711 -1.647 -0.058 -0.073 0.009 -0.18
H -4.225 -1.028 0.322 0.017 0.000 0.031 0.20
H -1.781 -0.846 0.274 -0.017 0.046 0.036 0.22
H -2.086 2.602 -2.244 -0.024 0.010 0.073 0.21
H -4.531 2.423 -2.191 0.014 0.013 0.010 0.20

=====

59
Properties=species:S:1:pos:R:3:forces:R:3:nbo_charge:R:1 method="wB97M-V/def2-TZVPD" lumo_ev=0.409 max_force_ev_per_a=1.28 total_charge=0 de_lowest_kcal_mol=39.0 e_homo_ev=-8.610 mol_weight_g_mol=466.6 smiles="O=C(NCC(=O)N(Cc1cccs1)[C@H](C(=O)NC1CCCC1)c1cccnc1)c1ccco1" multiplicity=1
O -1.750 -1.043 0.374 -0.126 0.052 -0.136 -0.67
C -1.955 -1.557 1.465 0.134 -0.403 0.455 0.65
N -0.969 -2.089 2.218 0.054 -0.086 0.214 -0.58
C 0.417 -1.948 1.823 -0.098 0.177 -0.270 -0.31
C 0.716 -0.457 1.600 -0.083 -0.275 0.171 0.69
O 0.637 0.301 2.549 -0.023 0.013 0.286 -0.63
N 1.027 -0.035 0.357 0.031 0.387 -0.246 -0.43
C 1.155 -0.877 -0.813 -0.058 -0.335 -0.057 -0.27
C 2.494 -1.547 -0.895 0.132 -0.275 -0.372 -0.20
C 3.390 -1.800 0.096 -0.332 0.031 -0.151 -0.27
C 4.573 -2.416 -0.374 0.154 -0.144 -0.129 -0.25
C 4.556 -2.623 -1.712 -0.182 0.031 -0.210 -0.40
S 3.099 -2.067 -2.432 0.065 0.013 0.546 0.44
C 1.407 1.364 0.184 0.241 0.273 0.113 -0.17
C 0.514 2.117 -0.818 0.158 -0.249 0.277 0.68
O 0.918 3.108 -1.394 0.165 0.223 -0.023 -0.63
N -0.721 1.615 -0.964 -0.481 -0.238 0.031 -0.64
C -1.709 2.255 -1.807 0.004 0.386 -0.307 -0.05
C -2.416 1.232 -2.697 0.061 0.037 0.002 -0.41
C -3.511 0.622 -1.810 -0.129 -0.149 -0.058 -0.43
C -3.725 1.613 -0.649 -0.103 0.051 0.042 -0.42
C -2.859 2.831 -0.977 0.096 0.004 0.012 -0.41
C 2.874 1.439 -0.161 0.178 0.288 0.059 -0.06
C 3.819 1.456 0.859 -0.100 0.055 -0.225 -0.16
C 5.164 1.407 0.537 -0.055 -0.024 -0.023 -0.26
C 5.514 1.336 -0.802 0.196 0.001 0.300 0.04
N 4.627 1.339 -1.781 0.155 -0.062 -0.523 -0.42
C 3.345 1.396 -1.470 -0.224 0.083 0.236 0.05
C -3.297 -1.684 2.042 -0.930 0.474 -0.734 0.14
C -4.523 -1.354 1.520 0.916 -0.155 0.183 -0.23
C -5.473 -1.689 2.508 0.178 -0.233 0.499 -0.31
C -4.763 -2.195 3.555 -0.804 0.159 -0.216 0.12
O -3.452 -2.200 3.287 0.511 -0.080 0.082 -0.40
H -1.182 -2.363 3.163 -0.011 0.024 -0.078 0.42
H 1.043 -2.289 2.648 -0.030 0.054 -0.119 0.24
H 0.618 -2.562 0.945 0.060 0.014 0.105 0.22
H 1.026 -0.241 -1.693 -0.098 -0.059 0.084 0.23
H 0.336 -1.603 -0.833 0.099 0.176 -0.038 0.25
H 3.229 -1.542 1.128 -0.040 0.129 0.183 0.22
H 5.396 -2.685 0.264 0.178 -0.059 0.076 0.22
H 5.309 -3.069 -2.330 0.207 -0.097 -0.090 0.24
H 1.247 1.844 1.159 0.013 -0.102 -0.278 0.28
H -1.026 0.804 -0.441 0.231 -0.077 0.126 0.43
H -1.176 3.022 -2.374 -0.104 -0.135 0.075 0.24
H -1.725 0.479 -3.076 0.054 0.019 -0.101 0.21
H -2.856 1.750 -3.549 0.012 0.016 -0.043 0.21
H -4.427 0.464 -2.378 -0.014 -0.066 -0.004 0.21
H -3.183 -0.340 -1.420 -0.081 -0.048 -0.028 0.23
H -4.772 1.888 -0.532 -0.020 -0.025 0.099 0.21
H -3.389 1.165 0.286 -0.038 -0.021 0.075 0.21
H -2.501 3.344 -0.086 0.018 0.100 -0.013 0.22
H -3.413 3.545 -1.588 -0.021 0.054 -0.035 0.20
H 3.498 1.498 1.890 -0.049 0.008 0.106 0.22
H 5.921 1.419 1.307 0.083 0.002 0.045 0.22
H 6.550 1.277 -1.110 0.118 0.012 0.069 0.19
H 2.668 1.417 -2.313 -0.168 0.015 -0.009 0.20
H -4.709 -0.933 0.554 0.057 0.108 -0.240 0.25
H -6.535 -1.569 2.448 -0.228 -0.007 0.060 0.23
H -5.068 -2.571 4.512 0.068 -0.063 0.141 0.21

=====

| no. | Kohn-Sham gap (eV) |
| --- | --- |
| 1 | 8.27 |
| 2 | 7.37 |
| 3 | 7.57 |
| 4 | 9.02 |